Entry 1:
{"formula": "C20H29N3O3S2", "method": "ωB97M-V/def2-TZVPD", "species": ["C", "H", "H", "H", "C", "N", "C", "S", "N", "C", "C", "C", "C", "C", "C", "H", "H", "S", "O", "O", "N", "C", "H", "C", "H", "O", "C", "H", "C", "H", "H", "H", "H", "H", "H", "H", "H", "H", "H", "C", "H", "C", "H", "C", "H", "H", "C", "H", "C", "H", "H", "C", "H", "H", "C", "H", "H"], "coordinates": [[0.09261, 0.78284, 4.60829], [1.16663, 0.87364, 4.46305], [-0.40599, 1.54905, 4.01984], [-0.12789, 0.95439, 5.65777], [-0.37502, -0.61323, 4.20045], [-0.04185, -0.84624, 2.81365], [0.64508, -1.90507, 2.36450], [1.25539, -3.10462, 3.32281], [0.81957, -2.02485, 1.00657], [0.61059, -1.10336, -0.00683], [0.76777, 0.27418, 0.18409], [0.54669, 1.14776, -0.86400], [0.18582, 0.66083, -2.10567], [0.04927, -0.69944, -2.31843], [0.26518, -1.57897, -1.27756], [0.16060, -2.64245, -1.43284], [-0.24588, -1.04829, -3.29529], [-0.07622, 1.80497, -3.46195], [-0.41652, 3.07716, -2.89792], [-0.96181, 1.18088, -4.39828], [1.37471, 2.00445, -4.24106], [2.40903, 2.77857, -3.59719], [1.92070, 3.45410, -2.89621], [3.42166, 1.86689, -2.89483], [4.28283, 2.44073, -2.54902], [3.93293, 0.89807, -3.78448], [2.90593, 0.08815, -4.31469], [3.39659, -0.61525, -4.98917], [1.87314, 0.93266, -5.06972], [1.01598, 0.33742, -5.38148], [2.34567, 1.37664, -5.95313], [2.41614, -0.46856, -3.50023], [2.94762, 1.36699, -2.03537], [2.92392, 3.36560, -4.36602], [0.64583, 2.21348, -0.73089], [1.10531, 0.65671, 1.13484], [1.11805, -2.94947, 0.72495], [-0.50777, -0.26712, 2.13187], [0.19645, -1.36051, 4.76353], [-1.86497, -0.84113, 4.52221], [-1.90516, -0.93197, 5.61253], [-2.89203, 0.24499, 4.13800], [-2.82056, 1.13747, 4.75800], [-4.19481, -0.55128, 4.26435], [-5.07053, 0.01235, 3.94815], [-4.36242, -0.95249, 5.26181], [-3.76525, -1.61746, 3.25647], [-4.48377, -2.40963, 3.05360], [-2.46221, -2.11814, 3.88619], [-1.79958, -2.56606, 3.14768], [-2.66187, -2.87413, 4.64524], [-3.41871, -0.77165, 2.02248], [-2.66965, -1.26245, 1.39968], [-4.30097, -0.60386, 1.40494], [-2.91179, 0.54842, 2.63682], [-1.95722, 0.88353, 2.23519], [-3.62489, 1.35358, 2.45013]], "atomic_forces_ev_per_a": [[0.0, -0.3, 0.0], [0.1, 0.0, 0.0], [-0.1, 0.1, -0.1], [-0.1, 0.1, 0.1], [-0.1, 0.2, 0.6], [0.0, 0.0, -0.6], [0.0, -0.1, 0.1], [0.2, -0.5, 0.3], [0.0, -0.2, -0.1], [-0.2, 0.4, -0.3], [0.1, -0.1, 0.0], [-0.1, 0.0, 0.0], [-0.2, 0.5, -0.5], [0.0, 0.0, 0.0], [0.0, 0.1, 0.1], [-0.1, -0.1, 0.0], [-0.1, -0.1, -0.1], [0.2, 0.1, -0.1], [0.2, -0.1, 0.2], [0.1, -0.3, 0.0], [-1.0, 0.0, 0.4], [0.5, 0.1, 0.5], [0.2, 0.1, 0.0], [-0.1, 0.2, 0.1], [-0.1, 0.0, 0.1], [0.2, 0.0, -0.1], [-0.2, 0.0, -0.2], [-0.1, 0.0, 0.0], [0.2, -0.6, -0.1], [0.1, -0.1, -0.2], [-0.1, 0.0, 0.0], [0.1, 0.0, -0.1], [0.1, 0.1, -0.1], [-0.1, 0.0, 0.1], [0.0, 0.1, 0.1], [0.0, 0.0, 0.1], [0.0, 0.2, 0.2], [0.1, 0.0, 0.0], [-0.1, 0.2, -0.2], [0.2, 0.0, -0.1], [0.0, 0.0, 0.0], [0.1, 0.2, 0.2], [0.0, 0.0, 0.0], [0.0, 0.0, 0.0], [-0.1, 0.1, 0.0], [0.0, 0.0, 0.1], [-0.1, -0.3, -0.1], [0.0, 0.0, 0.0], [-0.1, -0.2, 0.0], [0.0, -0.1, 0.0], [0.0, 0.0, 0.0], [-0.1, -0.1, -0.1], [0.0, -0.1, -0.1], [0.0, 0.0, -0.1], [0.1, 0.1, 0.0], [0.0, 0.1, 0.0], [0.1, 0.0, 0.0]], "mulliken_charge": [-1.827, 0.483, 0.341, 0.414, -0.577, 0.459, 0.121, -0.377, -0.118, 0.296, -0.309, -0.763, 0.065, -0.766, -0.716, 0.458, 0.526, 1.259, -0.727, -0.739, 0.053, -0.718, 0.379, -0.174, 0.369, -0.439, -0.202, 0.369, -0.693, 0.375, 0.319, 0.119, 0.110, 0.338, 0.550, 0.723, 0.294, -0.110, 0.573, 0.077, 0.632, -0.298, 0.488, -0.951, 0.396, 0.357, -0.091, 0.482, -1.158, 0.292, 0.355, -0.627, 0.137, 0.394, -0.882, 0.111, 0.550], "de_lowest_kj_mol": 0.0, "e_homo_ev": -8.39, "smiles": "C[C@H](NC(=S)Nc1ccc(S(=O)(=O)N2CCOCC2)cc1)[C@@H]1C[C@@H]2CC[C@H]1C2", "energy_ev": -53494.1005, "fmax_ev_per_a": 1.1}

=====

Entry 2:
{"formula": "C20H29N5O3S2", "method": "ωB97M-V/def2-TZVPD", "species": ["C", "H", "H", "H", "C", "N", "C", "H", "C", "C", "C", "H", "H", "H", "H", "H", "H", "H", "C", "H", "H", "C", "N", "C", "O", "C", "C", "C", "N", "S", "O", "O", "C", "C", "C", "C", "C", "N", "S", "N", "C", "H", "H", "H", "C", "C", "H", "H", "H", "H", "H", "H", "H", "H", "H", "H", "H", "H", "H"], "coordinates": [[-0.95032, -2.67829, 1.84255], [-1.21499, -2.14158, 2.74965], [-1.48762, -3.62376, 1.84071], [-1.26819, -2.09892, 0.97960], [0.54802, -2.95132, 1.77221], [1.32591, -1.73206, 1.55726], [2.72785, -2.07040, 1.37518], [3.28770, -1.15131, 1.18331], [3.32609, -2.82256, 2.56900], [2.51742, -4.09034, 2.83172], [1.03916, -3.74219, 2.99449], [0.44822, -4.65314, 3.09984], [0.89895, -3.14701, 3.89956], [2.88706, -4.59629, 3.72584], [2.63512, -4.77389, 1.98683], [4.36822, -3.07085, 2.36293], [3.29925, -2.18114, 3.45283], [2.80065, -2.70101, 0.48230], [1.10079, -0.63928, 2.49498], [2.05773, -0.15891, 2.71159], [0.67443, -0.97173, 3.44687], [0.16783, 0.41282, 1.87137], [0.56615, 0.63105, 0.50133], [0.69172, 1.83721, -0.07330], [0.39268, 2.87263, 0.49750], [1.27138, 1.78391, -1.49065], [1.30287, 3.17888, -2.12703], [-0.04677, 3.60794, -2.69465], [-0.62378, 2.59296, -3.56284], [-2.27637, 2.43993, -3.54992], [-2.61383, 1.55342, -4.62893], [-2.83613, 3.75340, -3.53786], [-2.71120, 1.57707, -2.02952], [-3.11028, 0.26857, -2.09450], [-3.38853, -0.47386, -0.93314], [-3.25266, 0.07631, 0.31580], [-2.83753, 1.41206, 0.41357], [-2.60502, 2.12643, 1.52324], [-2.11652, 3.58807, 1.09643], [-2.21018, 3.43223, -0.48693], [-2.58408, 2.18272, -0.77601], [-3.45790, -0.48694, 1.21261], [-3.71009, -1.49915, -1.03618], [-3.20816, -0.17991, -3.07064], [0.13038, 1.37850, -3.72121], [0.51785, 0.76297, -2.37359], [-0.39605, 0.43965, -1.87104], [1.13193, -0.12127, -2.55314], [1.02534, 1.59265, -4.31419], [-0.50283, 0.69694, -4.29070], [0.07344, 4.52690, -3.27860], [-0.74610, 3.82308, -1.88312], [1.59449, 3.90193, -1.36415], [2.05453, 3.19386, -2.91790], [2.31072, 1.45523, -1.36640], [0.88482, -0.21317, 0.04457], [0.23681, 1.36176, 2.40728], [-0.87172, 0.07701, 1.90243], [0.73130, -3.56779, 0.88077]], "atomic_forces_ev_per_a": [[0.3, -0.1, -0.1], [-0.1, 0.1, 0.1], [-0.1, -0.1, 0.0], [-0.1, 0.1, -0.1], [-0.3, -0.2, 0.2], [0.0, -0.1, -0.2], [0.3, 0.0, 0.2], [0.0, 0.0, -0.1], [-0.1, -0.1, -0.3], [0.0, 0.2, 0.2], [0.1, -0.1, -0.4], [-0.1, 0.0, 0.1], [-0.1, 0.0, 0.1], [0.0, -0.1, -0.1], [0.0, -0.1, 0.0], [0.1, 0.1, 0.0], [0.1, 0.1, 0.1], [0.1, 0.0, 0.0], [-0.3, 0.3, -0.2], [0.0, 0.0, 0.0], [0.1, 0.0, 0.0], [0.0, 0.0, 0.2], [0.0, -0.3, 0.2], [0.3, -0.2, -0.3], [0.4, 0.3, 0.0], [0.0, 0.3, 0.1], [-0.1, -0.2, 0.0], [0.1, 0.9, 0.3], [-1.2, -0.1, 0.0], [0.3, 0.0, -0.6], [0.1, -0.2, 0.3], [0.2, 0.0, 0.4], [0.0, -0.1, -1.1], [0.1, 0.5, -0.4], [0.0, 0.0, 0.7], [-0.1, -0.5, -0.2], [0.4, 0.9, -0.4], [-0.1, 0.0, 0.8], [-0.9, -1.0, -0.7], [0.0, 0.7, 0.0], [0.0, 0.2, 1.3], [0.0, -0.1, 0.1], [0.0, -0.1, 0.0], [0.0, -0.1, -0.1], [0.2, -0.8, -0.1], [0.0, 0.0, -0.2], [0.1, -0.1, 0.0], [-0.1, -0.1, 0.0], [-0.1, 0.0, 0.0], [0.3, -0.1, 0.0], [0.0, 0.0, 0.1], [0.3, 0.1, -0.2], [0.0, 0.0, -0.1], [0.1, 0.0, 0.0], [-0.1, 0.0, 0.0], [0.0, 0.1, -0.1], [-0.1, -0.1, 0.0], [0.1, 0.0, 0.1], [0.0, 0.0, 0.1]], "mulliken_charge": [-1.529, 0.284, 0.577, 0.188, -0.034, 0.334, -1.157, 0.393, -0.558, -0.771, -0.703, 0.403, 0.239, 0.371, 0.318, 0.382, 0.289, 0.489, -1.059, 0.606, 0.265, -0.635, 0.497, -0.042, -0.729, 0.626, -1.438, -0.432, 0.152, 1.468, -0.764, -0.704, -0.875, -0.200, -0.688, -0.455, 0.528, -0.663, 0.179, -0.593, 1.043, 0.500, 0.413, 0.539, -1.568, -0.135, 0.039, 0.538, 0.388, 0.500, 0.322, 0.294, 0.452, 0.422, 0.531, 0.306, 0.437, -0.076, 0.498], "de_lowest_kj_mol": 37.4, "e_homo_ev": -8.80, "energy_ev": -56474.3641, "fmax_ev_per_a": 1.5}

=====

Entry 3:
{"formula": "C20H29N5O6P", "method": "ωB97M-V/def2-TZVPD", "species": ["C", "O", "C", "C", "O", "C", "P", "O", "O", "O", "C", "N", "C", "C", "C", "N", "C", "O", "C", "N", "H", "H", "H", "H", "H", "H", "H", "H", "H", "H", "H", "H", "H", "H", "H", "H", "H", "H", "H", "N", "C", "C", "C", "C", "C", "H", "H", "H", "H", "H", "N", "C", "C", "C", "C", "C", "H", "H", "H", "H", "H"], "coordinates": [[3.15360, 3.30488, -3.06686], [1.89783, 3.31342, -2.39220], [1.12534, 2.17374, -2.61037], [1.53965, 1.03232, -1.65946], [1.67737, -0.18417, -2.37048], [1.78943, -1.32620, -1.53623], [2.96598, -2.47411, -2.38250], [4.11404, -1.71731, -2.87666], [2.16425, -3.13315, -3.60020], [3.32745, -3.65679, -1.39543], [2.12222, -1.01360, -0.07603], [2.21336, -2.15354, 0.76874], [3.24784, -2.33302, 1.51181], [4.66452, -2.12258, 1.08442], [3.04558, -2.84966, 2.89982], [0.91975, -0.23310, 0.42830], [0.52964, 0.86845, -0.53369], [0.42858, 2.09219, 0.20679], [-0.79202, 2.55301, 0.19961], [-1.87136, 2.91474, 0.02856], [3.18141, 2.57310, -3.87652], [3.33651, 4.27920, -3.51431], [3.95917, 3.08782, -2.36288], [1.16037, 1.82337, -3.64443], [0.08750, 2.44952, -2.40216], [2.51286, 1.32840, -1.25450], [0.79828, -1.81399, -1.53031], [1.21679, -2.94849, -3.56599], [3.99783, -4.23517, -1.78991], [2.98994, -0.36461, 0.04742], [5.24804, -1.68415, 1.89504], [4.74165, -1.43300, 0.24103], [5.11212, -3.06857, 0.78696], [3.77335, -3.62292, 3.15165], [3.26203, -2.00548, 3.56024], [2.04190, -3.23827, 3.03761], [0.14839, -0.91438, 0.45828], [1.03130, 0.10151, 1.38955], [-0.45983, 0.63783, -0.92702], [-5.95510, 1.34618, 0.93396], [-7.11677, 1.14139, 0.31594], [-7.41733, 1.64650, -0.94080], [-6.46042, 2.40866, -1.59098], [-5.24585, 2.63316, -0.96164], [-5.04660, 2.08071, 0.29340], [-7.83926, 0.54285, 0.85937], [-8.37774, 1.44682, -1.39536], [-6.65837, 2.82195, -2.57166], [-4.46983, 3.22375, -1.42900], [-4.11297, 2.23240, 0.81871], [-1.34681, -1.96684, 2.10611], [-0.84721, -1.88532, 3.34022], [-1.04521, -0.79742, 4.18113], [-1.79794, 0.27052, 3.71553], [-2.33131, 0.19652, 2.43804], [-2.08096, -0.93748, 1.68033], [-0.25999, -2.73695, 3.66558], [-0.61459, -0.78796, 5.17291], [-1.96533, 1.14222, 4.33453], [-2.92675, 1.00162, 2.02983], [-2.48632, -1.03056, 0.67618]], "atomic_forces_ev_per_a": [[0.3, 0.0, -0.1], [-0.1, 0.1, -0.3], [-0.4, 0.0, 0.3], [0.6, 0.2, -0.2], [-0.2, 0.0, 0.2], [-0.6, -0.8, 0.2], [1.1, 0.7, -1.5], [0.2, 0.0, 0.4], [-0.5, 0.3, 0.8], [-0.5, -0.1, 0.2], [1.1, -0.9, -0.4], [-0.7, 1.2, 1.2], [-0.1, -0.6, -0.3], [0.0, 1.3, 0.1], [0.3, -0.8, -0.4], [-0.5, 0.0, -0.7], [-0.1, 0.3, 0.1], [0.0, -0.3, 0.3], [0.0, 0.2, -0.5], [0.1, 0.1, 0.3], [-0.1, -0.1, 0.1], [-0.1, 0.1, 0.2], [0.0, 0.0, 0.0], [0.2, -0.1, 0.0], [0.0, 0.1, -0.1], [-0.1, 0.0, 0.2], [0.1, -0.2, 0.2], [0.0, -0.3, -0.3], [0.0, 0.0, 0.0], [-0.1, 0.2, -0.4], [0.1, -0.2, 0.1], [0.1, -0.2, -0.2], [-0.1, -0.1, 0.1], [0.0, 0.0, 0.0], [-0.2, 0.0, 0.1], [-0.1, 0.2, 0.1], [0.0, -0.2, 0.5], [0.1, 0.1, 0.0], [0.0, -0.2, -0.1], [0.0, 0.0, -0.1], [0.0, 0.0, 0.1], [0.0, 0.0, 0.0], [0.0, 0.0, 0.0], [0.0, 0.0, 0.0], [-0.1, -0.1, 0.1], [0.0, 0.0, 0.0], [0.0, 0.0, 0.0], [0.0, 0.0, 0.0], [0.0, 0.0, 0.0], [0.0, 0.1, -0.1], [0.2, 0.1, -0.1], [0.0, -0.1, 0.0], [0.0, 0.0, -0.1], [0.1, 0.0, 0.0], [0.0, 0.2, -0.1], [0.0, 0.0, -0.1], [0.0, 0.0, 0.0], [0.0, 0.0, 0.0], [0.0, 0.0, 0.0], [0.0, -0.1, 0.0], [-0.1, 0.0, 0.0]], "mulliken_charge": [-0.722, -0.407, -1.109, 0.751, -0.448, -0.129, 0.922, -0.662, -0.537, -0.466, -1.022, -0.359, 1.059, -1.301, -1.316, 0.113, -0.446, -0.487, 0.738, -0.505, 0.346, 0.261, 0.269, 0.448, 0.394, 0.220, 0.419, 0.369, 0.369, 0.768, 0.450, 0.324, 0.286, 0.429, 0.330, 0.277, 0.121, 0.480, 0.656, -0.483, -0.220, -0.338, -0.320, -0.456, -0.047, 0.369, 0.369, 0.377, 0.415, 0.368, -0.566, -0.440, -0.474, -0.467, 0.009, -0.418, 0.499, 0.438, 0.439, 0.522, 0.543], "de_lowest_kj_mol": 0.0, "e_homo_ev": -11.43, "energy_ev": -50227.1653, "fmax_ev_per_a": 2.0, "charge": 1}